{
  "formula": "C20H22N2O5",
  "method": "ωB97M-V with the def2-TZVPD basis set",
  "species": ["C", "C", "O", "C", "C", "C", "C", "C", "N", "C", "O", "C", "C", "N", "C", "O", "O", "C", "C", "C", "C", "C", "C", "C", "C", "O", "C", "H", "H", "H", "H", "H", "H", "H", "H", "H", "H", "H", "H", "H", "H", "H", "H", "H", "H", "H", "H", "H", "H"],
  "xyz": [[-3.178, -2.167, 1.939], [-4.261, -2.197, 0.866], [-4.643, -0.897, 0.444], [-3.690, -0.051, -0.049], [-3.834, 1.285, 0.305], [-2.946, 2.248, -0.132], [-1.877, 1.884, -0.933], [-0.826, 2.890, -1.318], [0.165, 3.016, -0.259], [1.356, 2.392, -0.310], [1.761, 1.785, -1.280], [2.191, 2.523, 0.962], [1.943, 1.304, 1.864], [2.075, 0.078, 1.125], [0.986, -0.640, 0.688], [-0.157, -0.472, 1.017], [1.413, -1.616, -0.153], [2.770, -1.493, -0.277], [3.639, -2.250, -1.029], [4.983, -1.907, -0.964], [5.424, -0.854, -0.175], [4.545, -0.093, 0.582], [3.207, -0.425, 0.515], [-1.736, 0.558, -1.317], [-2.637, -0.417, -0.911], [-2.571, -1.717, -1.321], [-1.453, -2.136, -2.068], [-2.267, -1.717, 1.551], [-2.960, -3.180, 2.266], [-3.514, -1.583, 2.794], [-3.936, -2.803, 0.015], [-5.188, -2.619, 1.269], [-4.662, 1.545, 0.946], [-3.080, 3.279, 0.164], [-1.270, 3.875, -1.489], [-0.285, 2.572, -2.211], [-0.176, 3.358, 0.626], [3.240, 2.547, 0.664], [1.950, 3.436, 1.505], [0.919, 1.314, 2.251], [2.647, 1.300, 2.702], [3.286, -3.066, -1.638], [5.698, -2.473, -1.540], [6.477, -0.619, -0.149], [4.898, 0.721, 1.195], [-0.900, 0.295, -1.945], [-0.521, -1.965, -1.524], [-1.411, -1.638, -3.042], [-1.591, -3.206, -2.220]],
  "forces_ev_per_a": [[-0.3, 0.2, -0.3], [0.1, -0.6, 0.3], [0.0, 0.3, -0.4], [0.1, 0.1, 0.0], [0.0, -0.2, 0.0], [0.1, 0.0, -0.1], [-0.1, 0.1, -0.1], [-0.1, -0.1, 0.0], [-0.3, 0.3, 0.0], [0.3, 0.5, 0.5], [0.1, -0.3, -0.3], [-0.1, -0.3, -0.1], [0.0, 0.2, 0.1], [0.0, -0.3, -0.1], [-0.4, 0.5, 0.8], [0.0, -0.2, -0.2], [-0.1, -0.3, -0.3], [0.9, 0.4, 0.2], [-0.5, 0.1, 0.2], [0.2, 0.0, 0.0], [0.1, -0.1, -0.1], [-0.3, 0.0, 0.1], [0.2, -0.5, -0.4], [-0.1, 0.0, -0.1], [-0.2, 0.0, 0.0], [-0.3, 0.2, 0.3], [0.2, -0.1, -0.1], [0.1, 0.0, 0.0], [0.0, -0.1, 0.0], [0.0, 0.0, 0.1], [-0.1, 0.1, 0.2], [0.1, 0.0, -0.1], [-0.1, 0.0, 0.1], [0.0, 0.1, 0.0], [0.0, -0.1, -0.1], [-0.1, 0.1, 0.1], [0.2, 0.0, 0.0], [-0.1, 0.1, 0.0], [0.0, 0.0, 0.0], [0.2, 0.0, 0.0], [-0.1, 0.0, 0.0], [0.0, -0.1, -0.1], [0.1, -0.1, -0.1], [0.1, 0.0, 0.0], [0.0, 0.1, 0.1], [0.1, -0.1, -0.1], [-0.1, 0.0, -0.1], [0.0, 0.0, 0.0], [0.0, 0.1, 0.0]],
  "smiles": "CCOc1ccc(CNC(=O)CCn2c(=O)oc3ccccc32)cc1OC",
  "molar_mass_g_mol": 370.405,
  "relative_energy_kj_mol": 175.3,
  "e_homo_ev": -7.85
}



{
  "formula": "C20H22N2O6",
  "method": "ωB97M-V with the def2-TZVPD basis set",
  "species": ["O", "C", "O", "C", "C", "C", "C", "C", "C", "C", "C", "O", "C", "O", "N", "C", "C", "O", "C", "C", "C", "C", "N", "C", "C", "O", "C", "C", "H", "H", "H", "H", "H", "H", "H", "H", "H", "H", "H", "H", "H", "H", "H", "H", "H", "H", "H", "H", "H", "H"],
  "xyz": [[1.028, 2.301, 2.889], [0.535, 1.235, 3.165], [-0.488, 0.663, 2.471], [-1.095, 1.411, 1.469], [-1.641, 2.676, 1.736], [-2.292, 3.347, 0.740], [-2.428, 2.797, -0.552], [-3.110, 3.471, -1.587], [-3.216, 2.907, -2.825], [-2.633, 1.662, -3.110], [-1.957, 0.985, -2.130], [-1.296, -0.221, -2.288], [-1.172, -0.882, -3.465], [-1.717, -0.598, -4.504], [-0.369, -1.967, -3.320], [0.477, -2.235, -2.177], [1.933, -1.921, -2.549], [2.335, -2.658, -3.681], [1.518, -2.375, -4.795], [0.048, -2.696, -4.503], [-1.857, 1.526, -0.815], [-1.194, 0.849, 0.224], [0.919, 0.460, 4.205], [0.424, -0.874, 4.469], [1.516, -1.893, 4.122], [2.706, -1.618, 4.826], [3.193, -0.326, 4.535], [2.161, 0.750, 4.894], [-1.529, 3.103, 2.720], [-2.722, 4.318, 0.934], [-3.541, 4.440, -1.380], [-3.744, 3.420, -3.615], [-2.715, 1.250, -4.101], [0.163, -1.632, -1.329], [0.383, -3.297, -1.925], [2.611, -2.204, -1.743], [2.033, -0.842, -2.746], [1.895, -2.991, -5.612], [1.605, -1.311, -5.065], [-0.586, -2.396, -5.336], [-0.069, -3.767, -4.314], [-0.767, -0.124, 0.045], [-0.477, -1.061, 3.887], [0.191, -0.943, 5.538], [1.212, -2.900, 4.414], [1.707, -1.867, 3.037], [4.102, -0.203, 5.126], [3.441, -0.249, 3.464], [2.506, 1.736, 4.585], [1.972, 0.742, 5.972]],
  "forces_ev_per_a": [[0.0, 0.2, -0.2], [0.2, 0.2, 0.2], [-0.2, -0.1, -0.1], [0.0, -0.1, -0.6], [-0.1, 0.1, 0.0], [0.1, -0.1, 0.2], [0.1, -0.3, -0.2], [-0.1, 0.0, -0.2], [0.0, 0.3, 0.4], [0.2, -0.4, -0.1], [-0.2, 0.4, -0.2], [0.0, 0.1, 0.2], [0.0, -0.3, -0.2], [-0.1, 0.3, 0.0], [0.0, 0.0, 0.1], [0.4, 0.1, 0.1], [-0.2, 0.0, 0.3], [0.1, -0.1, 0.0], [-0.3, -0.1, -0.2], [0.2, 0.1, -0.3], [0.0, 0.1, -0.1], [0.2, -0.1, 0.5], [-0.1, -0.1, 0.0], [0.1, -0.4, -0.1], [-0.4, 0.0, 0.1], [0.1, -0.1, 0.1], [-0.1, 0.3, 0.1], [0.4, 0.0, -0.1], [0.0, 0.1, 0.1], [0.0, 0.1, 0.0], [-0.1, 0.1, 0.0], [0.0, 0.1, -0.1], [0.0, 0.0, 0.1], [0.0, -0.1, 0.0], [0.0, 0.1, 0.0], [-0.1, 0.1, 0.0], [0.0, -0.1, 0.0], [-0.1, 0.1, 0.0], [0.0, -0.1, 0.0], [0.1, -0.1, 0.1], [0.0, 0.0, 0.0], [0.1, -0.1, 0.0], [0.1, 0.0, 0.1], [0.0, -0.1, -0.1], [0.0, 0.1, -0.1], [0.0, 0.0, 0.1], [0.0, 0.1, -0.1], [0.0, 0.0, 0.1], [0.0, -0.1, 0.1], [0.1, 0.0, -0.1]],
  "smiles": "O=C(Oc1ccc2cccc(OC(=O)N3CCOCC3)c2c1)N1CCOCC1",
  "molar_mass_g_mol": 386.404,
  "relative_energy_kj_mol": 0.0,
  "e_homo_ev": -8.15
}



{
  "formula": "C20H22N2O7S2",
  "method": "ωB97M-V with the def2-TZVPD basis set",
  "species": ["O", "C", "C", "O", "C", "O", "C", "C", "C", "C", "C", "S", "O", "O", "N", "C", "C", "C", "C", "C", "S", "N", "C", "C", "C", "C", "C", "C", "O", "C", "O", "H", "H", "H", "H", "H", "H", "H", "H", "H", "H", "H", "H", "H", "H", "H", "H", "H", "H", "H", "H", "H", "H"],
  "xyz": [[-1.614, 3.800, -0.327], [-0.424, 3.751, -0.530], [0.200, 4.338, -1.811], [1.361, 3.601, -2.188], [1.298, 2.842, -3.291], [0.392, 2.841, -4.072], [2.526, 1.948, -3.374], [2.168, 0.631, -2.761], [2.296, -0.612, -3.306], [1.829, -1.635, -2.452], [1.351, -1.154, -1.273], [0.550, -2.037, 0.040], [0.778, -3.434, -0.197], [0.964, -1.483, 1.294], [-1.020, -1.559, -0.247], [-1.863, -1.420, 0.923], [-2.401, -2.770, 1.395], [-3.148, -3.455, 0.253], [-2.216, -3.610, -0.946], [-1.658, -2.246, -1.352], [1.457, 0.554, -1.173], [0.517, 3.229, 0.288], [0.354, 2.395, 1.403], [-0.882, 2.159, 1.984], [-1.016, 1.261, 3.042], [0.115, 0.619, 3.481], [1.367, 0.882, 2.917], [1.515, 1.771, 1.887], [2.316, 0.144, 3.554], [1.606, -0.728, 4.407], [0.256, -0.318, 4.468], [-0.543, 4.311, -2.613], [0.505, 5.373, -1.629], [2.801, 1.801, -4.418], [3.348, 2.419, -2.831], [2.710, -0.795, -4.281], [1.845, -2.684, -2.683], [-1.253, -0.950, 1.693], [-2.684, -0.746, 0.659], [-3.057, -2.621, 2.254], [-1.557, -3.390, 1.706], [-3.510, -4.434, 0.573], [-4.013, -2.850, -0.030], [-2.746, -4.051, -1.792], [-1.379, -4.258, -0.681], [-0.910, -2.355, -2.140], [-2.461, -1.597, -1.718], [1.469, 3.276, -0.055], [-1.751, 2.662, 1.596], [-1.976, 1.070, 3.490], [2.482, 1.960, 1.449], [2.046, -0.696, 5.414], [1.659, -1.752, 4.002]],
  "forces_ev_per_a": [[-0.2, 0.0, 0.0], [0.4, 0.2, -0.5], [-0.7, 0.2, -0.1], [0.3, 0.3, 0.4], [0.2, -0.3, -0.6], [0.0, 0.0, 0.0], [-0.2, 0.2, 0.1], [-0.2, -0.3, 0.4], [0.0, 0.3, 0.1], [-0.1, -0.3, 0.4], [-0.2, -0.1, 0.4], [0.1, 0.3, -0.7], [-0.1, 0.0, -0.2], [-0.2, 0.1, 0.1], [1.0, -0.1, 0.3], [0.0, -0.1, 0.8], [-0.2, 0.2, -0.2], [0.2, -0.2, 0.1], [-0.2, 0.1, 0.0], [0.0, -0.5, -0.5], [0.3, -0.1, -0.6], [0.5, 0.1, 0.1], [-0.3, -0.1, 0.4], [-0.1, 0.2, -0.3], [0.4, -0.3, 0.3], [0.3, 0.3, -0.4], [-0.7, 0.2, 0.1], [0.0, -0.2, 0.3], [0.1, 0.4, -0.3], [0.4, -1.1, 0.5], [-0.4, 0.3, 0.0], [0.1, 0.0, 0.2], [0.0, -0.1, 0.0], [0.0, 0.0, 0.1], [0.0, 0.0, -0.1], [0.1, 0.0, -0.2], [0.0, -0.2, 0.0], [-0.3, 0.1, 0.0], [0.1, 0.0, 0.0], [0.0, 0.0, 0.1], [0.0, 0.0, 0.1], [-0.1, 0.0, 0.0], [-0.1, 0.0, 0.0], [0.0, 0.0, 0.0], [-0.1, -0.1, -0.1], [-0.2, 0.0, -0.2], [0.1, 0.0, 0.0], [-0.3, 0.0, 0.0], [0.0, 0.0, 0.0], [-0.1, 0.0, 0.1], [0.2, 0.0, -0.1], [-0.1, 0.1, -0.2], [0.0, 0.3, 0.0]],
  "smiles": "O=C(COC(=O)Cc1ccc(S(=O)(=O)N2CCCCC2)s1)Nc1ccc2c(c1)OCO2",
  "molar_mass_g_mol": 466.537,
  "relative_energy_kj_mol": 53.1,
  "e_homo_ev": -7.74
}